No. 1
This record from the OMol25 dataset describes a molecular structure, C19H13Cl5N3OReS2. The level of theory is the ωB97M-V functional and the def2-TZVPD basis.

Cartesian coordinates (Å):
Re -0.32 -0.25 0.52
C -2.94 -2.50 -0.75
C -2.55 -2.51 0.69
N -1.67 -1.69 1.26
C -1.53 -1.96 2.62
C -2.30 -2.98 3.07
S -3.22 -3.60 1.77
C -0.63 -1.06 3.34
C -0.36 -1.03 4.66
S 0.70 0.27 5.00
C 0.76 0.73 3.39
N 0.02 -0.07 2.58
C 1.57 1.92 3.02
H -2.77 -1.52 -1.20
H -4.00 -2.74 -0.86
H -2.38 -3.26 -1.31
H -2.37 -3.38 4.06
H -0.73 -1.68 5.44
H 1.98 2.39 3.92
H 0.96 2.66 2.52
H 2.41 1.65 2.39
Cl 0.11 -0.89 -6.45
C -0.28 -0.51 -4.87
C 0.32 -1.25 -3.83
Cl 1.39 -2.54 -4.11
C -0.03 -0.90 -2.55
Cl 0.51 -1.75 -1.11
C -0.93 0.12 -2.25
O -1.20 0.35 -0.96
C -1.55 0.84 -3.28
Cl -2.64 2.07 -2.88
C -1.21 0.53 -4.60
Cl -1.91 1.38 -5.87
C 3.30 2.86 -0.60
C 3.57 1.51 -0.42
C 2.55 0.65 -0.09
N 1.28 1.09 0.09
C 1.01 2.40 -0.08
C 1.99 3.31 -0.43
H 4.08 3.55 -0.86
H 4.57 1.12 -0.55
H 2.73 -0.40 0.06
H -0.02 2.72 0.05
H 1.73 4.35 -0.56

⟨S²⟩: 1.214
Lowest unoccupied orbital energy (spin up / spin down), eV: -12.494 / -11.164
Energy relative to the best compared isomer or geometry (same formula, charge and spin), eV: 0.000
Frontier orbital gap (spin up / spin down), eV: 5.2 / 6.6
2S+1: 2
Charge: +3

Charges computed using Löwdin, reported in e: 1.473 -0.043 -0.588 -0.127 -0.317 -0.253 1.242 -0.304 -0.251 1.266 -0.571 -0.111 -0.050 0.065 0.106 0.104 0.111 0.114 0.100 0.093 0.087 0.894 -0.648 -0.675 0.839 -0.494 0.890 -0.391 -0.262 -0.597 0.868 -0.670 0.838 0.020 -0.002 -0.130 -0.156 -0.125 0.001 0.141 0.136 0.107 0.129 0.137



No. 2
This record from the OMol25 dataset describes a molecular structure, C19H14Cl3NOOs. The level of theory is the ωB97M-V functional and the def2-TZVPD basis.

Cartesian coordinates (Å):
Os -0.06 -0.77 0.46
Cl 4.75 -1.82 5.30
C 3.32 -1.98 4.33
C 3.36 -1.63 2.99
C 2.19 -1.67 2.27
Cl 2.14 -1.14 0.62
C 0.94 -2.08 2.80
O -0.14 -2.07 2.12
C 0.99 -2.47 4.17
Cl -0.49 -3.01 4.88
C 2.14 -2.41 4.92
H 4.28 -1.30 2.53
H 2.12 -2.67 5.96
C 0.02 1.03 -0.46
C 0.89 1.65 -1.32
C 1.78 0.91 -2.16
C 2.76 1.55 -2.87
C 2.90 2.93 -2.82
C 1.98 3.69 -2.09
C 0.99 3.08 -1.37
H 1.67 -0.17 -2.21
H 3.44 0.96 -3.49
H 3.71 3.41 -3.35
H 2.05 4.77 -2.08
H 0.28 3.66 -0.80
N -2.23 -0.63 0.66
C -2.96 -0.33 -0.55
C -4.01 0.57 -0.58
C -4.66 0.82 -1.78
C -4.27 0.18 -2.94
C -3.21 -0.71 -2.91
C -2.55 -0.96 -1.72
H -2.46 0.06 1.38
H -2.48 -1.55 1.02
H -4.33 1.07 0.31
H -5.48 1.53 -1.82
H -4.78 0.38 -3.87
H -2.89 -1.21 -3.82
H -1.69 -1.64 -1.68

Lowest unoccupied orbital energy (spin up / spin down), eV: -0.734 / -0.799
Energy relative to the best compared isomer or geometry (same formula, charge and spin), eV: 0.485
Frontier orbital gap (spin up / spin down), eV: 6.6 / 6.1

Charges computed using Löwdin, reported in e: 0.898 0.667 -0.685 -0.126 -0.530 0.743 -0.510 -0.286 -0.593 0.710 -0.131 0.108 0.106 -0.081 -0.389 -0.076 -0.093 -0.077 -0.094 -0.048 0.085 0.106 0.100 0.103 0.108 -0.062 -0.329 -0.034 -0.086 -0.091 -0.075 -0.064 0.109 0.114 0.110 0.103 0.101 0.104 0.084



No. 3
This record from the OMol25 dataset describes 2 unconnected molecules or ions with the total composition C8H10N2OS. The level of theory is the ωB97M-V functional and the def2-TZVPD basis.

Cartesian coordinates (Å):
C 2.63 0.51 1.25
C -1.95 -1.80 -0.34
C -1.02 -2.32 -1.25
C -1.72 -0.55 0.20
C 0.05 -1.45 -1.65
C -0.67 0.30 -0.18
C 0.19 -0.14 -1.23
C -0.94 2.00 1.48
N 2.55 -0.43 2.00
N 1.28 0.63 -1.74
O -0.40 1.62 0.21
S 2.56 2.01 0.74
H -2.58 -2.54 0.21
H -1.17 -3.27 -1.69
H -2.53 -0.17 0.86
H 0.76 -1.87 -2.33
H 3.24 -1.13 2.21
H -2.05 2.04 1.41
H -0.63 3.13 1.63
H -0.50 1.51 2.34
H 1.14 1.60 -1.58
H 1.76 0.31 -2.54

Lowest unoccupied orbital energy, eV: 0.643
SMILES: COc1ccccc1N.N=C=S
Energy relative to the best compared isomer or geometry (same formula, charge and spin), eV: 1.512
Frontier orbital gap, eV: 8.3

Charges computed using Löwdin, reported in e: -0.790 -0.127 -0.081 -0.052 -0.043 -0.212 -0.239 -0.104 0.113 0.092 -0.187 0.739 0.110 0.082 0.114 0.094 0.076 0.092 0.119 0.086 0.042 0.074



No. 4
This record from the OMol25 dataset describes a molecular structure, C48H38N4O2Rh. The level of theory is the ωB97M-V functional and the def2-TZVPD basis.

Cartesian coordinates (Å):
Rh -0.14 0.28 0.26
C 0.17 -6.57 3.01
C -0.73 -5.99 2.13
C -0.72 -4.62 1.92
C 0.20 -3.80 2.58
C 1.10 -4.39 3.47
C 1.08 -5.76 3.69
C 0.20 -2.36 2.23
C -1.03 -1.71 2.25
C -2.20 -2.10 3.00
C -3.08 -1.06 2.95
C -2.48 -0.04 2.12
N -1.26 -0.46 1.72
C -3.11 1.17 1.69
C -2.86 1.63 0.38
C -3.79 2.27 -0.53
C -3.16 2.41 -1.72
C -1.82 1.93 -1.56
C -0.76 2.08 -2.47
C -1.04 2.57 -3.84
C -1.70 3.77 -4.08
C -1.97 4.18 -5.38
C -1.59 3.38 -6.45
C -0.93 2.19 -6.22
C -0.64 1.79 -4.93
C 0.59 1.85 -2.16
N 1.03 1.25 -1.02
C 2.39 1.33 -0.98
C 3.19 0.74 0.00
C 4.64 1.07 0.03
C 5.17 1.71 1.15
C 6.51 2.06 1.20
C 7.34 1.75 0.13
C 6.83 1.10 -0.98
C 5.49 0.76 -1.03
C 2.74 -0.19 0.93
C 3.56 -1.05 1.74
C 2.76 -2.00 2.28
C 1.41 -1.71 1.86
N 1.43 -0.62 1.06
C 2.83 2.08 -2.13
C 1.72 2.37 -2.87
N -1.70 1.41 -0.31
C -3.93 1.90 2.68
C -3.77 1.61 4.04
C -4.40 2.35 5.02
C -5.21 3.42 4.68
C -5.39 3.73 3.34
C -4.75 3.00 2.36
H 0.17 -7.64 3.18
H -1.44 -6.61 1.60
H -1.40 -4.18 1.21
H 1.77 -3.78 4.06
H 1.77 -6.20 4.40
H -2.32 -3.02 3.53
H -4.05 -1.00 3.40
H -4.82 2.48 -0.33
H -3.60 2.80 -2.63
H -1.96 4.42 -3.25
H -2.47 5.12 -5.55
H -1.82 3.69 -7.46
H -0.62 1.57 -7.05
H -0.12 0.86 -4.75
H 4.52 1.95 1.98
H 6.91 2.56 2.07
H 8.39 2.02 0.17
H 7.48 0.84 -1.81
H 5.10 0.24 -1.90
H 4.63 -0.96 1.85
H 3.07 -2.80 2.92
H 3.84 2.35 -2.35
H 1.68 2.91 -3.80
H -3.11 0.81 4.35
H -4.24 2.10 6.07
H -5.69 4.01 5.45
H -6.01 4.57 3.06
H -4.90 3.29 1.34
C -2.64 -1.37 -1.08
O -1.22 -1.47 -1.01
C -0.70 -2.11 -2.17
C 0.68 -2.66 -1.93
O 1.62 -1.62 -1.80
C 2.93 -2.13 -1.67
H -3.08 -2.37 -1.15
H -2.95 -0.78 -1.94
H -3.00 -0.89 -0.17
H -0.70 -1.41 -3.01
H -1.35 -2.95 -2.42
H 0.95 -3.29 -2.78
H 0.68 -3.29 -1.03
H 3.22 -2.68 -2.57
H 3.00 -2.80 -0.80
H 3.60 -1.30 -1.53

Lowest unoccupied orbital energy (spin up / spin down), eV: -4.730 / -4.738
Frontier orbital gap (spin up / spin down), eV: 4.8 / 4.8
Charge: +1

Charges computed using Löwdin, reported in e: 1.271 -0.069 -0.064 -0.039 -0.176 -0.029 -0.061 -0.019 -0.216 0.023 -0.007 -0.245 -0.022 -0.007 -0.206 0.004 0.011 -0.215 -0.030 -0.197 -0.038 -0.063 -0.071 -0.065 -0.034 -0.212 -0.014 -0.210 -0.061 -0.200 -0.028 -0.064 -0.073 -0.064 -0.045 -0.221 0.017 0.014 -0.199 -0.013 0.026 0.023 -0.025 -0.134 -0.027 -0.059 -0.064 -0.062 -0.016 0.109 0.109 0.116 0.107 0.111 0.122 0.123 0.106 0.115 0.122 0.110 0.108 0.109 0.117 0.125 0.109 0.108 0.109 0.110 0.123 0.098 0.115 0.121 0.105 0.112 0.111 0.111 0.082 -0.056 -0.244 -0.162 -0.206 -0.193 -0.074 0.105 0.104 0.073 0.135 0.134 0.137 0.134 0.101 0.100 0.064



No. 5
This record from the OMol25 dataset describes 2 unconnected molecules or ions with the total composition C3H7N3. The level of theory is the ωB97M-V functional and the def2-TZVPD basis.

Cartesian coordinates (Å):
C 1.25 0.34 -2.81
C 1.88 2.42 -0.87
C 0.78 0.35 -1.55
N 1.74 0.29 -3.88
N -1.37 -2.09 0.43
N 1.27 1.23 -0.61
H 2.31 2.97 -0.06
H 2.09 2.75 -1.89
H -1.93 -1.23 0.50
H 0.15 -0.45 -1.21
H -0.65 -2.11 1.15
H -1.94 -2.88 0.87
H 1.23 1.02 0.30

Lowest unoccupied orbital energy (spin up / spin down), eV: 0.233 / -0.010
Energy relative to the best compared isomer or geometry (same formula, charge and spin), eV: 2.782
Frontier orbital gap (spin up / spin down), eV: 7.9 / 7.5

Charges computed using Löwdin, reported in e: -0.305 0.042 -0.164 0.124 -0.026 -0.023 0.053 0.080 0.015 0.077 -0.008 0.042 0.092



No. 6
This record from the OMol25 dataset describes a gas-phase ion, C3H9N2S (charge +1). The level of theory is the ωB97M-V functional and the def2-TZVPD basis.

Cartesian coordinates (Å):
C -0.14 -0.64 -2.32
C -0.81 -0.28 0.52
C 0.28 1.16 2.26
N 0.58 -0.97 -3.35
N -0.32 -0.18 1.97
S 0.48 -0.71 -0.78
H -1.10 -0.31 -2.66
H -0.91 0.81 0.19
H 0.55 1.59 1.31
H -0.35 1.99 2.63
H 1.10 1.14 2.96
H 1.50 -1.46 -3.21
H 0.14 -0.97 -4.29
H -1.20 -0.14 2.51
H 0.20 -1.03 2.24

Lowest unoccupied orbital energy, eV: -3.655
Energy relative to the best compared isomer or geometry (same formula, charge and spin), eV: 3.870
Frontier orbital gap, eV: 7.8
Charge: +1

Charges computed using Löwdin, reported in e: -0.520 -0.423 -0.050 0.059 -0.092 0.948 0.117 0.029 0.074 0.118 0.094 0.152 0.158 0.161 0.174



Number 1: total energy -112816.8335 eV. Number 2: total energy -63497.8242 eV. Number 3: total energy -24319.3520 eV. Number 4: total energy -63449.9045 eV. Number 5: total energy -7691.8969 eV. Number 6: total energy -17062.2971 eV.